103
Properties=species:S:1:pos:R:3:forces:R:3 method="wB97M-V/def2-TZVPD" charge=0 relative_energy_kcal_mol=186.5 e_homo_ev=-6.27 fmax_ev_per_a=5.04 homo_lumo_gap_ev=5.9
H 3.69569 -5.87763 1.53702 0.0 0.0 0.0
C 5.35257 -2.93352 1.16806 0.2 0.5 0.1
C -0.71440 -2.41795 -3.38180 -0.2 -0.1 -0.1
C -1.59354 0.20727 0.69935 -0.1 0.3 -0.3
H -6.64095 3.64887 -2.79847 0.0 0.1 0.0
C 0.78100 -1.58796 5.66787 0.0 0.1 0.0
Y 1.22128 -0.96516 1.19515 -0.6 0.9 -0.9
C -0.92679 3.04209 1.41017 -0.4 0.2 0.6
C 5.13710 -4.29158 1.19538 -0.1 -0.3 0.1
H -2.70162 -3.23502 -3.58559 0.0 0.0 0.0
C -5.85062 3.60506 -2.04939 0.0 0.0 0.0
H 1.87328 -4.21229 2.01406 0.0 0.0 0.1
N 0.61989 1.38924 2.16963 1.2 0.7 -0.1
H -3.94721 1.21616 -2.27639 0.0 0.0 0.0
H 6.03749 2.02229 2.87522 0.0 0.0 0.0
C 0.58890 -3.24586 -1.55008 0.0 -0.2 -0.1
H -0.28072 1.80331 -1.72758 0.0 -0.1 -0.1
H 2.11281 3.58462 0.10796 0.0 0.0 0.0
C 2.94808 -7.11447 -1.66716 0.0 0.0 0.0
H 6.32821 -2.53566 0.92399 0.0 0.0 0.0
C -0.45456 -4.07064 -1.19426 0.0 -0.3 0.3
C -2.14780 4.36883 -3.71391 0.1 0.0 0.0
C -6.00357 4.80728 0.24358 0.0 0.0 0.0
H 3.64476 -3.52197 -2.90240 0.0 0.0 0.0
C 4.03196 2.11148 2.12650 0.1 -0.1 0.0
C -0.61465 1.90952 2.14940 1.9 1.1 0.8
H 4.03872 -7.76784 -3.39340 0.0 0.0 0.0
H 1.27612 -1.76516 -2.93270 0.0 0.0 0.1
C -0.89506 1.29151 -1.00199 0.4 0.3 0.0
N 3.08982 -2.55416 1.74066 0.3 -0.8 0.5
O 3.03359 -2.16532 -0.95878 0.6 -1.8 0.3
C -3.49761 3.28686 -1.94446 0.1 0.0 0.1
H -1.55463 -0.32239 1.67084 -0.3 1.1 -1.4
H 2.74999 -8.11786 -1.31277 0.0 0.0 0.0
H -3.73323 0.24222 0.07039 0.0 0.0 0.0
H 4.48511 -5.46941 -4.19506 0.0 0.0 0.0
C -1.78340 -3.24249 -3.01164 0.1 0.1 0.0
N -0.45641 0.75830 0.09659 -2.2 -1.2 -0.8
C -3.04456 1.81735 -2.16940 0.0 0.0 0.0
H -0.80875 -1.76713 -4.24287 0.0 0.0 0.0
C -0.59364 -2.17300 3.78095 0.0 -0.1 0.2
Cl -2.16176 5.43252 0.18060 -1.3 0.7 -0.7
H -0.33694 6.78364 -1.35339 0.0 0.0 0.0
C -5.85759 4.82747 -1.17472 -0.1 -0.1 0.0
C 2.47882 -6.02270 -0.94972 -0.1 0.0 0.0
C -1.30706 -2.73814 6.02932 0.0 0.0 0.0
Cl 0.69081 7.14822 -3.96871 0.0 0.0 0.0
H 1.90979 -6.18324 -0.04112 0.0 0.0 0.0
C 0.45510 -2.40880 -2.65553 0.5 -0.2 -0.2
S 2.12285 -3.27889 -0.51926 -1.7 1.1 -4.6
C 0.62668 -1.54473 4.24277 -0.4 -0.3 0.0
N -2.24326 1.21533 -1.12908 0.0 0.0 -0.1
C 1.32888 3.12328 0.69883 0.7 0.1 -0.7
C -1.81778 5.23912 -1.52652 -0.2 0.1 0.0
C -5.70044 6.10321 -1.62633 0.1 0.1 0.1
H -2.48568 1.73724 -3.10233 -0.1 0.1 -0.1
O 1.52551 -1.00976 3.52839 -0.6 -0.5 0.2
H -6.13630 3.89915 0.81595 0.0 0.0 0.0
H -6.02024 6.29571 1.85339 0.0 0.0 0.0
Cl -5.49006 6.59554 -3.25350 0.0 0.0 0.0
H -0.17868 4.47442 -0.01254 0.4 -0.2 0.2
C -0.13759 -2.15136 6.52449 0.0 0.0 0.0
C 5.24490 1.48464 2.37141 0.0 0.0 0.0
H -1.95207 3.37193 1.43684 0.0 0.0 0.0
C -1.65183 -4.06907 -1.91719 0.1 0.0 0.1
H 3.84477 3.12105 2.46361 0.0 0.0 0.0
C 4.28337 -2.06809 1.43294 0.0 0.2 0.2
C 3.03304 1.38173 1.50161 -0.2 0.0 -0.4
Cl 2.22335 -0.87052 6.27673 0.1 0.0 0.0
C -0.52731 6.07378 -3.36247 0.0 0.0 0.0
H -2.66825 3.70039 -4.38782 0.0 0.0 0.0
C 0.03265 3.63791 0.63200 0.8 -0.4 0.7
H -0.95787 5.22216 -5.28293 0.0 0.0 0.0
H -3.76775 3.43936 -0.89570 0.1 -0.1 0.0
C 2.87908 -3.90511 1.76017 0.7 1.0 1.1
C -2.47310 4.32918 -2.35731 0.2 -0.2 0.1
H -2.46055 -4.72218 -1.61505 0.0 0.0 0.0
C 4.36129 -0.54202 1.47491 -0.3 -0.2 -0.4
C -1.19040 5.22078 -4.22773 0.0 0.0 -0.1
H -6.03264 2.71659 -1.43198 0.0 0.0 0.0
N 3.26802 0.12420 1.05120 -0.1 0.5 1.9
H 5.95667 -4.96465 0.97786 0.0 0.0 0.0
C -1.51687 -2.74428 4.65964 0.1 0.0 0.0
S -5.71399 7.26515 -0.36360 0.0 -0.1 0.0
Cl -2.95290 -3.48021 4.04506 0.0 0.0 0.0
C 3.45231 -4.53420 -2.57142 0.1 0.0 0.0
C 3.67092 -6.91724 -2.83460 0.0 0.0 0.0
C -2.69058 0.47819 -0.06150 -0.2 0.1 0.3
C 5.40381 0.13652 2.08467 0.1 -0.1 0.0
C 1.61915 1.98821 1.42085 -1.1 -0.4 1.1
Cl -1.03068 -2.31040 2.04442 0.9 -1.2 1.3
C 3.87376 -4.81519 1.50019 0.6 0.4 0.4
C -0.83677 6.09314 -2.01763 0.0 0.1 0.0
Cl -2.45609 -3.44463 7.10323 0.0 0.0 0.0
C 3.92102 -5.62655 -3.28474 0.0 0.0 0.0
O -4.63863 3.47160 -2.77633 -0.1 0.0 0.0
C 2.72832 -4.74004 -1.40827 0.3 0.0 0.2
Cl 0.14499 -2.14225 8.22186 0.0 0.0 0.0
H -0.36154 -4.73195 -0.33602 0.0 0.0 0.0
H 6.28992 -0.39358 2.40625 0.0 0.0 0.0
C -5.94596 6.04047 0.80922 0.0 0.1 0.0
O 0.90126 -0.99361 -0.67524 -0.3 -0.9 0.1
H -1.37449 1.42374 2.73913 0.1 0.1 0.3

104
Properties=species:S:1:pos:R:3:forces:R:3 method="wB97M-V/def2-TZVPD" charge=0 e_homo_ev="-6.07 / -5.88" multiplicity=2 fmax_ev_per_a=1.53 homo_lumo_gap_ev="3.9 / 3.8"
H -1.24496 1.85895 4.07099 0.0 -0.1 0.0
H 0.65148 -3.47036 -6.22754 0.0 0.0 0.0
H 3.43643 2.89612 -4.61557 0.0 0.0 0.0
H 8.74012 -1.16110 0.97940 0.0 0.0 0.0
C -1.02185 -4.75961 -2.92725 -0.1 -0.2 -0.1
C -1.87279 3.84682 4.57705 0.0 0.0 0.0
H 2.85203 0.53981 -1.08247 0.0 0.0 0.0
C 0.61620 2.03772 -2.97198 -0.3 0.2 0.0
C 6.98853 0.03904 0.67622 0.0 0.0 0.0
C -0.70236 -1.04353 3.93325 0.0 0.1 0.0
F 0.49079 4.68072 -4.59091 0.0 0.0 0.0
C 2.50090 1.15931 -1.89537 0.0 0.0 0.0
H 4.97754 -3.15275 1.49346 0.0 0.0 0.0
C -0.54875 -2.40304 -2.03612 -0.1 -0.6 0.1
H -2.13799 3.58275 5.59298 0.0 0.0 0.0
H 0.34181 -1.30636 3.81257 0.0 0.0 0.0
C 1.43191 2.61791 -3.95462 -0.1 0.2 0.0
C -4.34417 -2.01314 -4.04890 -0.1 -0.1 0.0
S -4.17714 -3.40095 0.21472 0.2 -0.3 0.1
H -6.12237 -3.17517 -4.36317 0.0 0.0 0.0
H -6.19558 -4.04371 -2.03243 0.0 0.0 0.0
C -5.35731 -2.88810 -3.65348 0.0 0.0 0.0
H 7.45928 -3.21193 1.50378 0.0 0.0 0.0
C -3.38216 -0.37510 4.22652 0.1 0.1 0.1
C 6.93917 -2.29039 1.27716 0.0 0.0 0.0
C -0.96009 -5.56353 -4.06116 0.1 0.1 0.1
C 7.65801 -1.13952 0.97850 0.0 0.0 0.0
C 1.54562 2.29471 2.87425 0.1 0.1 0.1
C -3.61042 1.83582 1.17902 0.0 0.1 0.1
H -1.50040 -5.08501 -2.01142 0.0 0.0 0.0
C 2.77338 1.85970 3.34272 0.0 0.1 0.0
O -3.75585 -4.77596 0.27314 0.1 0.0 -0.1
S 0.59230 -1.36576 -3.96957 0.0 -0.2 0.5
C -1.05697 3.19771 2.40920 0.0 -0.1 0.0
H 1.11564 3.18095 3.32526 0.0 0.0 0.0
C -2.83626 -0.54023 2.96029 -0.1 -0.1 0.0
C 4.88032 -1.07404 1.01431 0.0 0.1 0.1
O 2.78961 -2.01985 0.54513 -0.1 0.0 0.1
H -0.61186 -0.98265 6.07788 0.0 0.0 0.0
C -2.52404 2.26796 0.19163 0.1 0.0 0.0
H -4.54205 2.28751 0.83090 0.0 0.1 0.0
S -1.11098 1.99165 -2.81266 0.2 -0.2 -0.2
C 0.84260 1.64778 1.85528 -0.2 0.0 0.1
N 1.17746 1.34626 -1.96362 0.1 -0.1 0.0
H -4.32989 -1.63204 -5.06167 0.0 0.0 0.0
H 4.30080 0.39239 3.05824 0.0 0.0 0.0
C 0.13843 -3.05691 -4.17648 -0.1 0.0 -0.3
C -1.17996 4.51058 1.97295 0.0 0.1 0.0
C -1.37954 2.87353 3.72254 -0.1 0.0 0.0
H -3.00843 -0.42017 6.33837 0.0 0.0 0.0
H 4.46463 2.16493 4.63919 0.0 0.0 0.0
H -2.39554 5.91751 4.80260 0.0 0.0 0.0
O 2.00835 -1.20883 -3.87982 0.1 0.1 -0.1
N -1.12225 1.79590 0.42075 -0.3 -0.1 0.1
C -0.36359 -5.10223 -5.23296 0.0 -0.1 0.0
H 4.41436 1.55276 -2.74554 0.0 0.0 0.0
F 1.73218 3.66839 -6.04148 0.0 0.0 0.0
C -4.41197 -2.97160 -1.48376 -0.3 -0.2 -0.1
H 2.91216 2.52428 5.39264 0.0 0.0 0.0
C 3.47614 2.58684 4.46011 0.0 0.0 0.0
H -0.88849 4.77005 0.96160 0.0 0.0 0.0
N -3.01372 -2.31449 0.49960 0.2 -0.2 -0.8
N -0.04666 -1.26296 -2.38073 -0.1 0.7 -0.1
Tc -0.45273 0.40762 -1.03951 -1.0 -0.8 0.6
C 5.55295 -2.26075 1.28171 0.1 0.0 0.0
C -5.40645 -3.37856 -2.35719 0.1 0.0 0.0
C 5.60154 0.07363 0.70398 0.0 0.0 0.0
C 3.34901 1.71256 -2.82251 0.0 0.0 0.1
F -0.24417 2.91866 -5.60258 0.0 0.0 0.0
C -1.50302 -0.89820 2.80785 0.1 0.0 0.0
C -3.36136 -1.61168 -3.15564 0.0 0.0 0.0
C -0.49632 2.15688 1.48532 0.3 0.2 0.0
C -2.58063 -0.53842 5.35098 0.1 0.0 0.0
H -2.51391 3.35635 0.14028 0.0 0.0 0.0
H -2.80051 1.91159 -0.79401 0.0 0.0 0.0
C 0.19629 -3.83099 -5.31538 0.1 0.0 0.1
C -3.40442 -2.12203 -1.86523 0.2 0.1 -0.2
C 2.69076 0.07291 1.69559 0.0 0.0 0.0
H -4.42967 -0.12357 4.34241 0.0 0.0 0.0
H -1.74999 6.51071 2.48879 0.0 0.0 0.0
H -0.34729 -5.74041 -6.10683 0.0 0.0 0.0
H 7.54624 0.93263 0.42736 0.0 0.0 0.0
C -1.23886 -0.86274 5.20356 0.0 0.0 0.0
H -1.39177 -6.55484 -4.03751 0.0 0.0 0.0
H -1.08805 -1.08100 1.82489 0.0 0.0 0.0
C 2.79787 2.45632 -3.86193 0.0 0.0 0.0
C 0.84285 3.46470 -5.05129 0.0 -0.1 0.0
O -1.17363 -2.58372 -0.90626 0.4 -0.1 -0.1
H -3.43580 2.18068 2.19453 0.1 0.1 0.0
C -2.01773 5.15611 4.13273 0.0 0.0 0.0
C 3.37573 -1.08609 1.04573 0.0 -0.1 -0.1
O 0.80729 -0.19836 0.33168 0.0 0.0 -0.3
Te -4.10587 -0.26337 1.30829 0.2 0.8 0.1
C -0.46549 -3.50083 -3.02065 0.0 0.4 0.3
H -2.60311 -0.89578 -3.45576 0.0 0.0 0.0
O -2.21961 -0.47206 -0.62593 1.2 0.9 -0.4
O -5.32753 -3.05202 1.01559 0.0 0.0 0.0
C 3.33233 0.75055 2.72341 0.1 0.0 0.1
H 5.07664 0.99543 0.47795 0.0 0.0 0.0
H 3.60118 3.64510 4.22529 0.0 0.0 0.0
C -1.66062 5.48894 2.83376 0.0 0.0 0.0
C 1.40719 0.49317 1.27009 0.0 -0.1 -0.1
O -0.18146 -0.54560 -4.84241 0.0 0.1 0.0
C -2.46970 -1.79884 -0.71468 -0.9 -0.7 0.9

What is the charge in the first record?
0

Look up the charge of the first one.
0